Entry 1:
Below is a 3-piece molecular cluster, C13H26BN5O8P overall at a distorted geometry, with properties calculated with ωB97M-V/def2-TZVPD.

The geometry in ORCA input format:
```
! wB97M-V def2-TZVPD RIJCOSX def2/J DEFGRID3
* xyz 1 1
P 4.12259 0.36667 -2.96526
O -4.30221 -1.12291 4.91381
O -2.51217 0.23998 5.15292
O -0.61205 -2.05669 0.01424
O 2.15106 -0.72894 -7.11896
O 2.59202 2.90874 -0.38592
O 4.82997 1.58911 -2.12013
O 3.51247 -0.75672 -1.96016
O -1.50134 0.01546 0.17203
N 2.85134 0.95850 -3.91953
N 5.24606 -0.35510 -3.77466
N 0.14429 2.45854 -2.38771
N 0.69836 1.97820 -4.35906
N 1.34326 1.88514 -2.29607
C -2.11898 -1.54200 1.83488
C -0.28037 2.53002 -3.65789
C 1.63289 0.60928 0.11281
C -3.10162 -0.38296 1.84826
C -3.18781 -1.17989 6.99106
C -4.05849 -2.42091 6.86027
C -1.32608 -1.27824 0.57478
C 3.04362 0.76097 -5.39819
C -3.25063 -0.59498 5.59852
C 2.76650 -0.71407 -5.84098
C -2.33250 0.70477 1.12984
C -5.03673 -2.01384 5.77664
C 1.70875 1.56373 -3.56659
B 1.86564 1.82427 -0.86986
H -3.45092 -3.26021 6.51514
H -2.62582 -2.50204 1.78096
H 2.13691 -1.23498 -5.09213
H 4.10676 0.94818 -5.63425
H -5.89870 -1.47552 6.17660
H -3.42202 -0.09344 2.84515
H 0.98580 -0.15251 -0.35352
H 5.52326 1.13222 -1.60857
H -3.60598 -0.45952 7.69619
H -1.44309 -1.51152 2.69210
H -1.68697 1.27187 1.80642
H -5.39032 -2.86663 5.20036
H -0.31163 2.79173 -1.54312
H -2.16540 -1.43081 7.26188
H 1.99442 3.50891 0.09081
H -3.99036 -0.65018 1.27168
H 3.71384 -1.28356 -5.88903
H -2.99211 1.39760 0.60811
H 2.47519 1.48489 -5.99713
H -4.54441 -2.71870 7.78783
H 6.13184 0.11684 -3.60314
H 2.81857 -0.86389 -7.80281
H 4.15091 -1.49268 -1.98875
H 2.61880 0.16817 0.36171
H 1.20640 0.98501 1.06599
H -1.22280 2.94464 -4.00755
*
```

The maximum force comes out at 3.83 eV/Å. For the HOMO-LUMO gap, the calculation gives 9.1 eV. As for the HOMO energy: -12.33 eV. The total energy is -1752.7465 Ha.

***

Entry 2:
Below is Br3HOSi as an isolated structure at a distorted geometry, with properties calculated with ωB97M-V/def2-TZVPD.

The geometry in ORCA input format:
```
! wB97M-V def2-TZVPD RIJCOSX def2/J DEFGRID3
* xyz 0 1
Br 0.48017 1.82264 -1.59137
Br 1.03300 -1.93652 -0.47152
Br -2.15117 -0.52710 -1.13683
Si -0.06362 -0.06830 -0.65691
O 0.24313 0.60590 1.52120
H 0.45849 0.10339 2.33543
*
```

The maximum force comes out at 4.77 eV/Å. Its energy above the lowest of the compared OMol25 structures with the same formula, charge and spin is 3.168 eV. For the HOMO-LUMO gap, the calculation gives 9.0 eV. As for the HOMO energy: -9.87 eV. The total energy is -8087.4573 Ha.

***

Entry 3:
Below is a 2-piece molecular cluster, C4H7NO overall at a distorted geometry, with properties calculated with ωB97M-V/def2-TZVPD.

The geometry in ORCA input format:
```
! wB97M-V def2-TZVPD RIJCOSX def2/J DEFGRID3
* xyz 0 1
O 0.93461 1.24175 0.42657
N -1.88962 -0.44839 0.12036
C 1.01661 0.36142 -0.35409
C 1.82548 -1.02191 -0.07328
C -1.55742 0.75237 0.85876
C -2.34985 0.97932 -0.13466
H 2.85036 -0.62709 0.21067
H -2.82145 1.58826 -0.94104
H 1.87419 -1.56641 -0.96711
H -0.93501 0.68761 1.74710
H 0.57874 0.39886 -1.31345
H -1.05235 -0.86576 -0.41644
H 1.52570 -1.48001 0.83661
*
```

Its SMILES is C1=CN1.CC=O. The maximum force comes out at 4.60 eV/Å. Its energy above the lowest of the compared OMol25 structures with the same formula, charge and spin is 5.882 eV. For the HOMO-LUMO gap, the calculation gives 8.9 eV. As for the HOMO energy: -7.91 eV. The total energy is -286.4155 Ha.

***

Entry 4:
Below is an isolated ion of composition C5H14N2 and charge +2 at a distorted geometry, with properties calculated with ωB97M-V/def2-TZVPD.

The geometry in ORCA input format:
```
! wB97M-V def2-TZVPD RIJCOSX def2/J DEFGRID3
* xyz 2 1
N -1.58311 0.93558 -2.21987
N 2.79447 -0.50604 2.04574
C -0.15207 0.55375 -0.24313
C 0.78394 -0.22669 0.61858
C -1.14951 -0.13512 -1.13255
C -2.23138 -0.90065 -0.37415
C 1.64892 0.27080 1.49824
H 3.68219 -0.63886 1.55237
H -1.58454 -1.37081 0.37225
H -0.44616 1.47968 0.24305
H 0.92210 -1.23942 0.19170
H -2.60356 0.87098 -2.34904
H -2.69052 -1.70969 -0.94664
H 1.39741 1.16858 2.05954
H -1.46378 1.90271 -1.90910
H -0.72166 -0.86333 -1.83999
H 3.06319 0.06069 2.86142
H -1.24842 0.70487 -3.15696
H 2.43796 -1.36171 2.48521
H -2.92170 -0.23355 0.15539
H 0.56188 1.02934 -0.99736
*
```

Its SMILES is C[C@@H]([NH3+])C/C=C/[NH3+]. The maximum force comes out at 3.24 eV/Å. Its energy above the lowest of the compared OMol25 structures with the same formula, charge and spin is 0.876 eV. For the HOMO-LUMO gap, the calculation gives 11.4 eV. As for the HOMO energy: -18.26 eV. The total energy is -307.7563 Ha.

***

Q: Which value of maximum force does entry 1 give?
A: 3.83 eV/Å